1.
{
  "formula": "C22H35CuNO3P2S",
  "method": "ωB97M-V/def2-TZVPD",
  "symbols": ["P", "P", "C", "C", "H", "H", "H", "H", "C", "H", "H", "H", "C", "H", "H", "H", "C", "H", "H", "H", "C", "H", "H", "H", "Cu", "C", "C", "C", "C", "C", "C", "C", "C", "C", "H", "H", "H", "H", "H", "H", "H", "H", "H", "H", "H", "H", "H", "H", "H", "O", "C", "N", "S", "O", "O", "C", "C", "C", "C", "C", "C", "H", "H", "H", "H"],
  "positions_angstrom": [[0.04, 1.92, -3.32], [-2.07, -0.53, -2.78], [-0.95, 1.20, -4.72], [-2.24, 0.52, -4.30], [-0.29, 0.53, -5.29], [-1.20, 2.07, -5.34], [-3.07, 1.23, -4.11], [-2.54, -0.23, -5.04], [-1.30, -1.95, -3.64], [-1.26, -2.80, -2.95], [-0.30, -1.74, -4.03], [-2.01, -2.14, -4.46], [-3.75, -1.12, -2.63], [-3.95, -1.62, -3.57], [-4.41, -0.26, -2.49], [-3.80, -1.80, -1.79], [1.31, 2.68, -4.34], [1.96, 3.26, -3.69], [0.81, 3.31, -5.06], [1.87, 1.90, -4.83], [-1.09, 3.38, -3.19], [-2.10, 3.11, -2.82], [-1.14, 3.76, -4.22], [-0.63, 4.12, -2.52], [1.41, 0.71, 2.04], [-1.52, -1.04, 0.39], [-0.34, -1.65, -0.06], [0.53, -1.22, -1.19], [1.71, -0.20, -1.21], [1.59, 1.19, -0.72], [0.47, 1.86, -0.32], [-0.90, 1.33, -0.59], [-1.80, 0.45, 0.33], [2.31, 2.17, 2.84], [-1.94, -1.50, 1.26], [0.04, -2.46, 0.59], [-0.09, -0.97, -2.04], [1.00, -2.14, -1.56], [2.59, -0.63, -0.70], [2.00, -0.20, -2.28], [2.54, 1.67, -0.52], [0.62, 2.82, 0.20], [-0.80, 0.70, -1.46], [-1.51, 2.17, -0.91], [-1.87, 0.94, 1.35], [-2.80, 0.56, -0.14], [1.54, 2.48, 3.54], [2.56, 2.82, 2.00], [3.10, 1.53, 3.25], [2.87, -1.88, 2.56], [1.99, -1.63, 3.34], [0.87, -0.85, 3.05], [-0.24, -0.57, 4.31], [-0.20, 0.81, 4.73], [-1.49, -1.23, 3.99], [0.76, -1.56, 5.43], [0.52, -1.77, 6.77], [1.45, -2.54, 7.50], [2.57, -3.07, 6.86], [2.80, -2.83, 5.49], [1.86, -2.09, 4.78], [-0.34, -1.33, 7.23], [1.27, -2.73, 8.57], [3.28, -3.67, 7.45], [3.68, -3.22, 4.99]],
  "homo_lumo_gap_ev": [8.19, 6.52],
  "spin_multiplicity": 2,
  "relative_energy_ev": 0.000,
  "charge": 0,
  "s_squared": 0.7548
}

2.
{
  "formula": "C22H35FNO5",
  "method": "ωB97M-V/def2-TZVPD",
  "symbols": ["C", "C", "O", "C", "C", "C", "N", "C", "C", "C", "C", "C", "C", "C", "F", "C", "C", "H", "H", "H", "H", "H", "H", "H", "H", "H", "H", "H", "H", "H", "H", "H", "H", "H", "H", "H", "H", "H", "H", "H", "O", "C", "O", "C", "C", "C", "H", "H", "H", "H", "H", "H", "O", "C", "O", "C", "C", "C", "H", "H", "H", "H", "H", "H"],
  "positions_angstrom": [[4.33, -0.47, 3.53], [3.64, -1.36, 2.52], [3.02, -0.66, 1.45], [1.96, 0.17, 1.86], [0.81, 0.00, 0.82], [-0.52, 0.17, 1.46], [-0.67, 1.25, 2.25], [-1.80, 1.54, 2.92], [-2.90, 0.71, 2.85], [-4.16, 1.01, 3.63], [-5.42, 0.30, 3.13], [-2.78, -0.40, 2.02], [-1.61, -0.70, 1.32], [-1.57, -1.95, 0.47], [-2.19, -1.70, -0.74], [-2.21, -3.16, 1.12], [-1.45, -3.60, 2.37], [5.01, 0.20, 3.02], [4.88, -1.09, 4.24], [3.62, 0.14, 4.10], [4.42, -1.97, 2.05], [2.96, -2.07, 3.01], [2.31, 1.20, 1.83], [1.61, -0.05, 2.87], [0.94, -0.99, 0.40], [0.97, 0.75, 0.05], [0.10, 1.89, 2.36], [-1.82, 2.43, 3.54], [-4.30, 2.09, 3.67], [-4.00, 0.67, 4.65], [-5.26, -0.77, 3.17], [-6.24, 0.52, 3.81], [-5.68, 0.57, 2.11], [-3.62, -1.06, 1.90], [-0.54, -2.23, 0.27], [-3.25, -2.98, 1.40], [-2.23, -3.96, 0.38], [-1.80, -4.59, 2.64], [-1.68, -2.95, 3.22], [-0.38, -3.62, 2.20], [2.47, 4.03, -3.19], [1.40, 3.53, -3.00], [1.15, 2.74, -1.92], [-0.19, 2.20, -2.01], [-0.95, 3.15, -2.92], [0.15, 3.63, -3.86], [-0.13, 1.20, -2.43], [-0.61, 2.15, -1.00], [-1.79, 2.68, -3.42], [-1.33, 4.00, -2.34], [0.28, 2.97, -4.71], [0.00, 4.65, -4.20], [-0.16, -0.35, -3.69], [0.94, -0.49, -4.14], [1.65, 0.54, -4.62], [2.90, 0.08, -5.18], [3.15, -1.27, -4.52], [1.73, -1.78, -4.29], [2.77, -0.01, -6.26], [3.67, 0.81, -4.97], [3.77, -1.93, -5.11], [3.65, -1.11, -3.55], [1.34, -2.32, -5.15], [1.64, -2.39, -3.39]],
  "homo_lumo_gap_ev": 7.87,
  "charge": 1
}

3.
{
  "formula": "C22H35MnN7O5",
  "method": "ωB97M-V/def2-TZVPD",
  "symbols": ["Mn", "O", "C", "C", "C", "N", "C", "C", "C", "O", "O", "C", "O", "O", "H", "H", "H", "C", "C", "N", "C", "C", "C", "C", "N", "H", "H", "H", "H", "H", "H", "H", "H", "H", "H", "H", "H", "H", "H", "C", "C", "C", "C", "N", "N", "H", "H", "H", "H", "H", "H", "H", "H", "H", "H", "H", "H", "N", "C", "C", "C", "C", "C", "N", "H", "H", "H", "H", "H", "H"],
  "positions_angstrom": [[-0.12, 0.77, 0.22], [-5.26, 3.80, 0.36], [-4.09, 3.16, 0.39], [-3.55, 2.60, 1.55], [-2.35, 1.95, 1.46], [-1.70, 1.85, 0.31], [-2.20, 2.37, -0.82], [-3.40, 3.03, -0.83], [-1.32, 2.00, -2.00], [-1.59, 2.28, -3.14], [-0.26, 1.33, -1.59], [-1.62, 1.17, 2.55], [-2.03, 1.07, 3.67], [-0.51, 0.64, 2.06], [-5.67, 3.83, 1.23], [-4.06, 2.66, 2.51], [-3.80, 3.44, -1.74], [5.52, 2.57, 2.69], [5.00, 2.97, 1.31], [4.14, 1.96, 0.70], [4.79, 0.83, 0.04], [4.77, -0.46, 0.85], [2.80, 2.01, 0.80], [2.17, 3.16, 1.52], [2.01, 1.10, 0.29], [6.11, 3.38, 3.11], [6.16, 1.69, 2.62], [4.70, 2.35, 3.37], [5.84, 3.14, 0.64], [4.47, 3.92, 1.38], [5.82, 1.13, -0.15], [4.33, 0.67, -0.94], [5.36, -0.36, 1.76], [5.20, -1.27, 0.26], [3.76, -0.75, 1.14], [2.32, 4.09, 0.97], [2.57, 3.29, 2.52], [1.10, 2.98, 1.60], [2.50, 0.36, -0.19], [-3.12, -3.28, -3.01], [-3.37, -2.55, -1.69], [-3.37, -3.55, -0.53], [-4.71, -1.81, -1.76], [-2.22, -1.62, -1.53], [-2.20, -0.88, -0.32], [-3.92, -3.99, -3.20], [-2.17, -3.83, -2.96], [-3.08, -2.57, -3.84], [-4.04, -4.37, -0.76], [-3.70, -3.09, 0.40], [-2.36, -3.95, -0.39], [-5.53, -2.52, -1.83], [-4.75, -1.16, -2.64], [-4.88, -1.19, -0.87], [-2.23, -0.96, -2.29], [-2.06, -1.54, 0.43], [-3.09, -0.41, -0.15], [1.08, -1.19, -2.26], [0.95, -1.94, -1.14], [1.26, -3.31, -1.17], [1.26, -4.03, 0.00], [0.94, -3.39, 1.20], [0.62, -2.05, 1.15], [0.61, -1.34, 0.01], [1.14, -1.66, -3.15], [0.70, -0.25, -2.27], [1.52, -3.78, -2.11], [1.51, -5.08, 0.00], [0.94, -3.92, 2.14], [0.35, -1.52, 2.05]],
  "homo_lumo_gap_ev": [7.53, 7.87],
  "spin_multiplicity": 5,
  "charge": 1,
  "s_squared": 6.0429
}

4.
{
  "formula": "C22H35N3O5",
  "method": "ωB97M-V/def2-TZVPD",
  "symbols": ["C", "O", "C", "C", "C", "C", "O", "N", "C", "C", "C", "O", "N", "C", "C", "C", "N", "C", "C", "C", "C", "C", "C", "C", "C", "O", "C", "C", "O", "C", "H", "H", "H", "H", "H", "H", "H", "H", "H", "H", "H", "H", "H", "H", "H", "H", "H", "H", "H", "H", "H", "H", "H", "H", "H", "H", "H", "H", "H", "H", "H", "H", "H", "H", "H"],
  "positions_angstrom": [[3.03, -0.32, 2.19], [2.19, -0.64, 3.27], [0.84, -0.67, 3.06], [0.26, -0.36, 1.84], [-1.12, -0.35, 1.69], [-1.65, 0.00, 0.35], [-0.95, -0.07, -0.66], [-2.93, 0.42, 0.29], [-3.55, 0.84, -0.95], [-3.27, 2.31, -1.29], [-2.59, 2.51, -2.65], [-3.06, 3.24, -3.50], [-1.43, 1.84, -2.77], [-0.64, 1.86, -3.98], [-0.57, 0.49, -4.65], [0.25, -0.51, -3.81], [1.57, 0.01, -3.53], [2.52, -0.21, -4.60], [3.77, 0.64, -4.38], [4.39, 0.33, -3.03], [3.34, 0.51, -1.94], [2.08, -0.33, -2.21], [2.34, -1.83, -1.98], [-1.92, -0.69, 2.76], [-1.36, -1.04, 3.99], [-2.30, -1.34, 4.93], [-1.95, -1.96, 6.16], [0.03, -1.03, 4.16], [0.54, -1.31, 5.40], [1.72, -2.09, 5.50], [2.85, 0.69, 1.81], [2.92, -1.04, 1.38], [4.05, -0.38, 2.59], [0.86, -0.10, 0.98], [-3.42, 0.61, 1.15], [-4.62, 0.66, -0.86], [-3.16, 0.19, -1.74], [-4.20, 2.89, -1.31], [-2.62, 2.74, -0.53], [-1.13, 1.21, -2.03], [-1.11, 2.59, -4.65], [0.38, 2.18, -3.73], [-0.11, 0.61, -5.63], [-1.57, 0.10, -4.80], [-0.27, -0.67, -2.87], [0.29, -1.47, -4.35], [2.05, 0.08, -5.54], [2.81, -1.28, -4.69], [3.48, 1.70, -4.41], [4.48, 0.46, -5.19], [4.76, -0.70, -3.02], [5.24, 0.98, -2.84], [3.04, 1.56, -1.91], [3.75, 0.25, -0.96], [1.31, -0.02, -1.50], [3.08, -2.22, -2.66], [2.69, -1.99, -0.96], [1.41, -2.39, -2.11], [-3.00, -0.75, 2.69], [-1.42, -2.90, 6.00], [-2.91, -2.16, 6.65], [-1.35, -1.30, 6.79], [1.74, -2.89, 4.76], [1.70, -2.52, 6.50], [2.62, -1.47, 5.39]],
  "homo_lumo_gap_ev": 8.63,
  "smiles": "COc1cc(C(=O)NCCC(=O)NCCCN2CCCC[C@@H]2C)cc(OC)c1OC",
  "relative_energy_ev": 0.676,
  "charge": 0
}

5.
{
  "formula": "C22H35N5O2",
  "method": "ωB97M-V/def2-TZVPD",
  "symbols": ["C", "C", "C", "C", "C", "C", "C", "C", "O", "N", "C", "C", "C", "N", "C", "C", "C", "C", "O", "N", "C", "C", "C", "C", "C", "C", "C", "N", "N", "H", "H", "H", "H", "H", "H", "H", "H", "H", "H", "H", "H", "H", "H", "H", "H", "H", "H", "H", "H", "H", "H", "H", "H", "H", "H", "H", "H", "H", "H", "H", "H", "H", "H", "H"],
  "positions_angstrom": [[7.94, -1.40, -0.89], [8.25, -0.21, 0.01], [9.72, -0.23, 0.44], [7.35, -0.21, 1.26], [5.91, -0.08, 0.90], [5.16, 1.02, 0.54], [3.87, 0.52, 0.26], [2.76, 1.41, -0.13], [2.89, 2.62, 0.00], [1.63, 0.89, -0.67], [1.30, -0.50, -0.85], [0.06, -0.86, -0.02], [-1.14, 0.02, -0.40], [-2.28, -0.37, 0.41], [-3.29, 0.62, 0.71], [-4.17, 0.99, -0.49], [-4.88, -0.26, -1.02], [-5.97, -0.72, -0.05], [-5.93, -1.75, 0.59], [-7.02, 0.13, 0.01], [-8.15, -0.09, 0.85], [-9.52, 0.32, 0.39], [-8.83, 1.08, 1.50], [-3.86, -1.36, -1.28], [-2.95, -1.58, -0.06], [-0.71, 1.48, -0.20], [0.55, 1.77, -1.03], [3.84, -0.80, 0.45], [5.07, -1.14, 0.82], [8.59, -1.39, -1.76], [8.10, -2.34, -0.36], [6.91, -1.37, -1.23], [8.06, 0.71, -0.54], [9.95, 0.63, 1.06], [10.37, -0.21, -0.44], [9.94, -1.14, 1.00], [7.63, 0.62, 1.90], [7.50, -1.14, 1.81], [5.46, 2.04, 0.48], [2.14, -1.12, -0.55], [1.08, -0.67, -1.91], [-0.17, -1.91, -0.18], [0.27, -0.72, 1.04], [-1.34, -0.12, -1.48], [-2.82, 1.51, 1.13], [-3.93, 0.19, 1.49], [-3.55, 1.41, -1.28], [-4.89, 1.76, -0.19], [-5.39, -0.01, -1.97], [-7.03, 0.96, -0.56], [-8.03, -1.01, 1.41], [-10.35, -0.32, 0.64], [-9.60, 0.80, -0.57], [-9.20, 0.97, 2.50], [-8.47, 2.07, 1.27], [-4.37, -2.30, -1.50], [-3.25, -1.09, -2.15], [-2.20, -2.34, -0.30], [-3.56, -1.96, 0.76], [-0.49, 1.65, 0.85], [-1.49, 2.17, -0.52], [0.89, 2.80, -0.86], [0.33, 1.64, -2.10], [5.28, -2.10, 1.03]],
  "homo_lumo_gap_ev": 8.76,
  "smiles": "CC(C)Cc1cc(C(=O)N2CCC(N3CCC(C(=O)NC4CC4)CC3)CC2)n[nH]1",
  "relative_energy_ev": 0.000,
  "charge": 0
}

6.
{
  "formula": "C22H35N6O4Ti",
  "method": "ωB97M-V/def2-TZVPD",
  "symbols": ["Ti", "C", "C", "N", "C", "C", "N", "C", "C", "N", "C", "C", "N", "C", "C", "C", "C", "C", "C", "C", "N", "H", "H", "H", "H", "H", "H", "H", "H", "H", "H", "H", "H", "H", "H", "H", "H", "H", "H", "H", "H", "H", "H", "H", "O", "C", "O", "C", "N", "C", "C", "C", "H", "H", "H", "H", "H", "H", "H", "H", "H", "C", "O", "C", "O", "H", "H", "H"],
  "positions_angstrom": [[-0.84, 0.23, -0.06], [0.00, 3.91, 2.04], [-0.19, 2.81, 1.05], [-0.88, 1.71, 1.32], [-1.47, 1.49, 2.63], [-1.99, 0.05, 2.68], [-2.50, -0.35, 1.34], [-3.77, 0.31, 0.95], [-3.86, 0.38, -0.57], [-2.63, 1.02, -1.09], [-2.42, 0.88, -2.55], [-1.80, -0.47, -2.86], [-0.53, -0.65, -2.12], [0.63, 0.06, -2.67], [1.13, -0.39, -4.01], [0.95, 1.26, -2.06], [1.88, 2.23, -2.57], [2.00, 3.44, -1.95], [1.30, 3.76, -0.77], [0.50, 2.78, -0.22], [0.32, 1.57, -0.86], [-0.93, 4.13, 2.57], [0.34, 4.83, 1.56], [0.75, 3.62, 2.78], [-2.29, 2.20, 2.80], [-0.74, 1.63, 3.43], [-2.75, -0.06, 3.45], [-1.16, -0.61, 2.91], [-2.64, -1.35, 1.32], [-3.78, 1.31, 1.37], [-4.63, -0.23, 1.35], [-4.75, 0.94, -0.87], [-3.93, -0.62, -1.00], [-2.65, 2.00, -0.85], [-1.72, 1.67, -2.84], [-3.35, 1.01, -3.11], [-1.56, -0.52, -3.93], [-2.48, -1.28, -2.63], [0.80, -1.40, -4.22], [2.22, -0.41, -4.05], [0.80, 0.25, -4.84], [2.43, 2.01, -3.47], [2.66, 4.18, -2.38], [1.41, 4.73, -0.31], [1.38, 0.27, 2.90], [1.52, -0.40, 1.89], [0.65, -0.75, 1.02], [2.94, -0.88, 1.55], [2.86, -1.87, 0.42], [2.75, -3.21, 1.08], [3.72, -3.10, 2.25], [3.66, -1.62, 2.69], [3.49, 0.00, 1.20], [3.68, -1.82, -0.17], [2.02, -1.67, -0.16], [2.98, -3.99, 0.36], [1.71, -3.30, 1.39], [4.72, -3.37, 1.93], [3.44, -3.79, 3.05], [4.65, -1.23, 2.86], [3.09, -1.48, 3.61], [-1.50, -3.60, -0.35], [-1.51, -2.25, -0.83], [-0.32, -1.81, -1.38], [0.73, -2.41, -1.26], [-1.85, -3.60, 0.68], [-0.50, -4.02, -0.40], [-2.18, -4.18, -0.97]],
  "homo_lumo_gap_ev": [5.63, 6.56],
  "spin_multiplicity": 3,
  "relative_energy_ev": 1.152,
  "charge": 1,
  "s_squared": 2.0474
}

7.
{
  "formula": "C22H35O3Pb",
  "method": "ωB97M-V/def2-TZVPD",
  "symbols": ["O", "C", "C", "H", "H", "C", "H", "H", "C", "H", "H", "H", "C", "H", "H", "H", "Pb", "C", "C", "C", "H", "C", "C", "H", "H", "H", "H", "C", "C", "C", "H", "C", "C", "H", "H", "H", "H", "O", "C", "C", "H", "H", "C", "H", "H", "C", "H", "H", "H", "H", "C", "C", "C", "O", "H", "H", "H", "H", "H", "H", "H"],
  "positions_angstrom": [[-1.00, -2.34, -0.76], [-2.06, -3.22, -1.25], [-1.37, -3.41, -2.61], [-3.02, -2.70, -1.32], [-2.14, -4.16, -0.66], [-0.26, -2.47, -2.02], [-1.91, -2.95, -3.44], [-1.11, -4.45, -2.82], [-0.09, -1.12, -2.69], [-0.80, -0.39, -2.31], [-0.15, -1.22, -3.78], [0.90, -0.73, -2.41], [1.13, -3.06, -1.84], [1.18, -4.02, -1.32], [1.74, -2.31, -1.30], [1.59, -3.19, -2.84], [-0.56, 2.64, -0.35], [2.96, -1.59, 2.70], [2.04, -0.95, 3.58], [0.75, -1.00, 2.97], [2.28, -0.52, 4.54], [0.88, -1.62, 1.71], [2.23, -2.03, 1.57], [2.63, -2.59, 0.74], [4.03, -1.73, 2.88], [-0.18, -0.67, 3.41], [0.08, -1.77, 1.00], [3.86, 1.03, 0.58], [3.92, -0.12, -0.26], [3.07, 0.10, -1.37], [4.52, -1.01, -0.08], [2.45, 1.38, -1.20], [3.00, 1.97, -0.04], [2.80, 2.99, 0.30], [4.38, 1.14, 1.53], [2.95, -0.56, -2.23], [1.76, 1.87, -1.90], [-2.49, 1.76, -0.95], [-2.66, 0.92, -2.16], [-4.12, 0.92, -2.57], [-2.36, -0.10, -1.86], [-2.01, 1.32, -2.95], [-4.85, 1.77, -1.54], [-4.48, -0.13, -2.60], [-4.26, 1.29, -3.59], [-3.84, 2.18, -0.45], [-5.70, 1.23, -1.13], [-5.26, 2.67, -2.02], [-3.98, 1.67, 0.50], [-3.77, 3.26, -0.32], [-0.27, 2.11, 3.98], [0.34, 2.54, 2.68], [1.84, 2.48, 2.76], [-0.23, 1.81, 1.58], [-0.02, 1.09, 4.26], [-1.35, 2.22, 3.98], [0.12, 2.73, 4.79], [0.08, 3.60, 2.53], [2.26, 1.50, 2.49], [2.28, 3.26, 2.13], [2.22, 2.66, 3.76]],
  "homo_lumo_gap_ev": [5.34, 5.43],
  "relative_energy_ev": 1.753,
  "charge": 1
}

What are the E values for these records? In order: -3860.94523; -1389.90893; -2769.75770; -1399.77704; -1283.57443; -2338.18093; -1277.36183 Ha.